(1)
{"formula": "C23H30F5NRuSSb2", "method": "wB97M-V/def2-TZVPD", "species": ["Ru", "C", "Sb", "C", "C", "C", "C", "C", "C", "C", "C", "C", "Sb", "C", "C", "H", "H", "H", "H", "H", "H", "H", "H", "H", "H", "H", "H", "H", "H", "H", "H", "H", "H", "H", "H", "F", "C", "C", "F", "C", "F", "C", "S", "C", "F", "C", "F", "C", "C", "C", "C", "C", "N", "H", "H", "H", "H", "H", "H", "H", "H", "H", "H"], "coordinates": [[-0.563250, -0.317305, -1.103373], [0.998871, 3.060735, 0.166171], [0.704662, 1.102205, 1.035270], [2.311834, 1.363336, 2.462484], [-0.963201, 1.771962, 2.277648], [-1.394010, 0.752709, 3.311756], [-0.506980, 0.464642, 4.363928], [-0.851832, -0.439635, 5.367856], [-2.092715, -1.068924, 5.344251], [-2.993973, -0.796164, 4.316374], [-2.664804, 0.107787, 3.288339], [-3.686474, 0.347654, 2.202292], [-3.002335, -0.460182, 0.304651], [-4.944773, -0.317122, -0.635924], [-3.272836, -2.516709, 0.918724], [1.046306, 3.821845, 0.972067], [0.153723, 3.294315, -0.513082], [1.949134, 3.070614, -0.406078], [2.182312, 2.320884, 3.007246], [3.277463, 1.378338, 1.916934], [2.324798, 0.516401, 3.177653], [-1.772952, 2.003460, 1.561470], [-0.697738, 2.723159, 2.783269], [0.452519, 0.954038, 4.421380], [-0.156403, -0.647188, 6.171152], [-2.359495, -1.768081, 6.126139], [-3.952885, -1.300034, 4.322295], [-3.928864, 1.428071, 2.128023], [-4.635598, -0.186102, 2.421827], [-5.720619, -0.729882, 0.041010], [-4.937787, -0.893111, -1.583942], [-5.171021, 0.747313, -0.851043], [-4.268084, -2.636912, 1.393867], [-2.481887, -2.788808, 1.647533], [-3.204319, -3.178947, 0.031644], [1.626970, 5.762295, -6.375486], [1.277294, 4.783825, -5.525507], [0.447275, 5.064376, -4.451157], [-0.001294, 6.316638, -4.269177], [0.080524, 4.054433, -3.565609], [-0.726355, 4.383147, -2.541455], [0.548022, 2.743089, -3.752940], [0.097087, 1.487959, -2.659431], [1.387980, 2.474936, -4.845929], [1.872157, 1.243557, -5.085811], [1.746653, 3.494472, -5.723531], [2.549976, 3.234459, -6.767520], [3.683524, -3.337226, 0.303899], [2.861584, -3.521648, -0.960016], [2.255990, -4.916500, -0.970788], [3.762518, -3.356725, -2.176193], [1.793226, -2.515930, -0.999936], [0.949249, -1.725880, -1.036992], [4.494410, -4.092288, 0.340740], [3.037408, -3.461028, 1.192315], [4.133059, -2.327079, 0.315968], [3.062223, -5.678615, -0.938598], [1.661180, -5.065448, -1.892369], [1.603151, -5.050167, -0.088373], [4.574710, -4.112622, -2.148935], [4.214076, -2.347187, -2.177171], [3.176053, -3.496883, -3.104551], [-1.345435, -1.222322, -2.485263]], "forces_ev_per_angstrom": [[-0.75, -0.14, -1.66], [0.01, 0.30, -0.24], [-0.58, 1.56, 0.72], [0.48, -0.63, 0.11], [-0.27, 0.10, 0.04], [-0.27, -0.31, 0.24], [-0.78, -0.43, 0.00], [-0.14, 0.09, -0.25], [0.03, 0.18, -0.24], [0.71, 0.26, -0.09], [0.35, -0.18, 0.38], [0.29, 0.72, 0.29], [-1.39, -0.88, 0.02], [0.04, 0.28, -0.64], [0.46, -0.30, -0.01], [0.01, -0.53, -0.40], [0.57, -0.18, 0.52], [-0.55, 0.01, 0.29], [-0.15, -0.57, -0.47], [-0.60, 0.00, 0.30], [0.03, 0.56, -0.43], [0.37, -0.01, 0.32], [0.06, -0.49, -0.39], [0.07, 0.16, -0.06], [-0.01, 0.03, -0.02], [-0.02, 0.03, -0.02], [-0.04, 0.10, -0.10], [0.14, -0.59, -0.24], [0.65, 0.19, -0.31], [0.66, 0.22, -0.26], [-0.04, 0.40, 0.57], [0.09, -0.68, 0.08], [0.59, 0.26, -0.33], [-0.50, 0.10, -0.43], [-0.03, 0.40, 0.55], [-0.35, -1.00, 0.87], [0.41, 1.35, -1.08], [-0.02, 3.24, -1.14], [0.72, -2.16, -0.23], [-1.11, -1.20, 2.00], [1.32, -0.61, -1.74], [-0.36, -0.74, 0.61], [-0.22, -0.79, 0.50], [-0.13, -2.48, 1.08], [-0.88, 2.11, 0.49], [1.66, 1.15, -2.78], [-1.39, 0.37, 1.84], [0.21, 0.44, 0.85], [0.60, -0.54, 0.00], [-0.80, -0.65, -0.05], [0.23, 0.44, -0.87], [-0.90, 0.73, -0.12], [1.12, -1.06, -0.23], [-0.51, 0.44, -0.07], [0.44, 0.06, -0.27], [-0.09, -0.48, 0.15], [-0.46, 0.55, -0.02], [0.26, -0.09, 0.50], [0.26, -0.12, -0.44], [-0.55, 0.45, 0.06], [-0.10, -0.50, -0.15], [0.43, 0.09, 0.36], [0.70, 0.98, 2.08]], "mulliken_charge": [-0.049, -1.191, 1.028, -1.259, -1.407, 0.909, -0.532, -0.869, -0.656, -0.941, 0.666, -1.397, 0.905, -1.145, -1.226, 0.474, 0.142, 0.365, 0.401, 0.418, 0.376, 0.339, 0.557, 0.595, 0.427, 0.418, 0.377, 0.570, 0.605, 0.360, 0.360, 0.375, 0.354, 0.374, 0.386, -0.216, 0.318, 0.372, -0.183, 0.178, -0.233, 0.209, 0.147, 0.177, -0.194, 0.416, -0.179, -1.540, 2.085, -1.527, -1.540, -0.537, -0.448, 0.394, 0.388, 0.373, 0.383, 0.397, 0.390, 0.384, 0.380, 0.403, 0.092], "lumo_energy_ha": [-0.2465, -0.3892], "orbital_gap_ev": [6.5, 2.6], "max_force_ha_per_bohr": 0.0668, "e_homo_ev": [-13.17, -13.16], "spin_multiplicity": 5, "total_energy_ha": -2421.2515, "total_charge": 2}

(2)
{"formula": "C23H30N3O4P", "method": "wB97M-V/def2-TZVPD", "species": ["C", "C", "C", "C", "C", "C", "C", "C", "P", "O", "O", "O", "C", "C", "C", "O", "C", "C", "C", "C", "C", "C", "C", "C", "N", "C", "N", "C", "C", "N", "C", "H", "H", "H", "H", "H", "H", "H", "H", "H", "H", "H", "H", "H", "H", "H", "H", "H", "H", "H", "H", "H", "H", "H", "H", "H", "H", "H", "H", "H", "H"], "coordinates": [[-3.672739, 4.752698, -1.479310], [-2.548278, 4.147490, -2.322997], [-2.828370, 2.657956, -2.581663], [-1.572382, 1.769694, -2.658973], [-1.798188, 0.354416, -2.081941], [-0.998642, -0.011225, -0.845457], [-0.321019, -1.227362, -0.749213], [-0.361972, -2.259170, -1.866457], [-1.857445, -3.286353, -1.782657], [-1.598190, -4.700672, -2.033638], [-2.904728, -2.631509, -2.811374], [-2.485675, -3.086494, -0.315136], [0.424835, -1.581684, 0.429774], [1.132507, -2.908548, 0.538258], [2.502638, -2.868804, -0.133824], [3.291313, -1.794766, 0.348900], [3.676300, -0.883090, -0.649784], [4.697835, 0.093962, -0.082256], [0.486661, -0.682409, 1.475081], [1.222174, -0.991295, 2.744057], [2.412098, -0.334391, 3.008099], [3.093595, -0.611209, 4.175679], [2.519012, -1.529477, 5.039778], [1.317325, -2.109227, 4.693400], [0.647581, -1.875537, 3.560704], [-0.192537, 0.563280, 1.410918], [-0.106380, 1.407496, 2.478844], [-0.771483, 2.517095, 2.358628], [-1.554142, 2.833698, 1.236696], [-1.653624, 2.043590, 0.208196], [-0.944554, 0.879801, 0.265721], [-3.619628, 4.399798, -0.454927], [-3.700725, 5.836234, -1.527011], [-4.621805, 4.385788, -1.865917], [-2.560890, 4.680135, -3.270194], [-1.590663, 4.269304, -1.830687], [-3.418356, 2.544489, -3.488174], [-3.465917, 2.320052, -1.770916], [-1.336566, 1.687226, -3.716315], [-0.741605, 2.255077, -2.164463], [-1.586218, -0.345599, -2.873577], [-2.854427, 0.205620, -1.856816], [0.471064, -2.937281, -1.824090], [-0.319296, -1.779745, -2.836872], [-3.740504, -2.420361, -2.382519], [-2.923356, -2.229374, -0.234490], [1.180187, -3.242612, 1.563693], [0.546767, -3.661250, 0.015556], [3.028263, -3.812538, -0.003772], [2.351260, -2.728835, -1.203624], [4.120939, -1.403064, -1.500268], [2.811365, -0.334193, -1.035834], [4.391783, 1.125886, -0.215415], [4.794032, -0.070768, 0.987170], [5.679106, -0.033102, -0.524687], [2.797232, 0.372564, 2.294322], [4.022396, -0.117451, 4.405785], [2.991996, -1.793606, 5.970428], [0.864135, -2.809998, 5.380272], [-0.720872, 3.226767, 3.172617], [-2.103227, 3.762884, 1.212675]], "forces_ev_per_angstrom": [[-0.01, -0.35, -0.32], [-0.83, -0.13, -0.18], [0.36, 0.19, 0.46], [-0.84, 0.06, -0.09], [0.25, 0.22, 0.09], [0.47, -0.77, -0.17], [0.20, 0.33, 0.06], [-0.60, 0.69, 0.19], [0.34, -1.00, -0.03], [0.19, -0.04, -0.07], [0.07, 0.37, 0.45], [-0.33, 0.34, -0.54], [-0.39, 0.68, 0.39], [-0.15, 0.02, -0.48], [-0.20, 0.34, -0.07], [0.05, -0.36, 0.24], [0.30, 0.44, -0.27], [-0.09, 0.01, 0.26], [0.11, -0.39, 0.03], [-0.50, 0.03, -0.50], [0.26, -0.01, 0.16], [-0.39, -0.09, -0.11], [0.23, 0.14, 0.01], [-0.32, -0.32, 0.12], [0.62, 0.31, 0.20], [0.27, -0.42, -0.01], [-0.13, -0.10, -0.42], [0.10, 0.25, 0.48], [-0.13, -0.05, -0.27], [0.05, -0.16, -0.04], [-0.21, 0.14, -0.20], [0.07, 0.11, 0.27], [0.10, 0.16, 0.20], [-0.21, 0.08, -0.08], [0.46, 0.13, -0.16], [0.24, 0.12, 0.00], [-0.09, 0.01, -0.18], [0.00, -0.22, 0.23], [0.38, -0.13, -0.11], [0.19, 0.08, 0.09], [0.05, -0.34, -0.06], [-0.23, 0.17, 0.02], [0.14, -0.25, 0.03], [-0.07, 0.01, -0.23], [-0.20, -0.05, -0.24], [0.16, 0.09, 0.42], [0.18, 0.11, 0.28], [-0.07, -0.25, 0.06], [0.11, -0.10, 0.15], [0.06, -0.07, -0.21], [-0.02, -0.23, -0.10], [-0.23, -0.06, 0.05], [-0.03, 0.17, -0.11], [0.03, -0.08, 0.13], [0.14, -0.03, -0.07], [0.02, 0.11, -0.14], [0.18, 0.04, 0.06], [0.05, -0.04, 0.16], [-0.13, -0.14, 0.01], [0.04, 0.05, 0.18], [-0.11, 0.18, -0.02]], "mulliken_charge": [-1.343, -0.456, -0.878, -1.338, -1.096, 1.354, 0.740, -1.973, 0.889, -0.744, -0.530, -0.560, 0.242, -1.588, -0.668, -0.358, 0.206, -1.315, 0.331, -0.056, -0.637, -0.592, -0.527, -0.403, -0.616, 1.087, -0.484, -0.752, -0.227, -0.286, 0.419, 0.254, 0.404, 0.340, 0.439, 0.293, 0.578, 0.415, 0.572, 0.498, 0.242, 0.404, 0.206, 0.862, 0.355, 0.383, 0.524, 0.488, 0.416, 0.404, 0.492, -0.051, 0.334, 0.307, 0.336, 0.617, 0.431, 0.398, 0.426, 0.459, 0.332], "lumo_energy_ha": -0.0135, "orbital_gap_ev": 8.5, "max_force_ha_per_bohr": 0.0206, "e_homo_ev": -8.83, "smiles": "CCCCCc1c(CP(=O)(O)O)c(CCOCC)c(-c2ccccn2)c2nccnc12", "total_energy_ha": -1701.1002}